Record 1
148
Properties=species:S:1:pos:R:3 method="wB97M-V/def2-TZVPD" gap_ha=0.3146 mol_weight_g_mol=1157.74 max_force_ev_per_a=2.64 smiles="C=C[C@@]1(N(C)C(C)=O)OC(=O)[C@@](C[C@H](C)Br)(B(O)OC)[C@]1(CCCOC)[C@H](Br)CC.O=C1CCCO1.O=C1CCCO1.O=C1CCCO1.O=C1CCCO1.O=C1CCCO1.O=C1CCCO1.O=C1CCCO1"
C 0.35493 3.97186 5.64817
C -0.59917 3.10303 5.28243
C -1.03732 2.57378 3.90977
N -0.44176 1.24675 3.66902
C 0.90095 1.04265 4.20695
C -1.29480 0.14662 4.08139
C -1.42806 -0.18020 5.56327
O -1.89156 -0.56383 3.27244
O -2.45856 2.31731 4.15124
C -2.89220 3.60082 4.47397
O -3.66323 3.76434 5.37755
C -2.17415 4.57559 3.53846
C -3.38171 5.21937 2.75271
C -4.40846 5.92790 3.65240
C -5.83955 5.45098 3.35401
Br -4.38784 7.89161 3.36167
B -1.58185 5.91299 4.19480
O -1.76184 6.11672 5.55832
O -0.97631 6.85108 3.41544
C 0.24485 7.38184 3.95772
C -1.17029 3.62877 2.73819
C 0.28787 4.09780 2.49397
C 1.00134 3.61951 1.21136
C 1.83426 2.36060 1.35198
O 2.69963 2.31825 0.22305
C 2.99951 0.98078 -0.12783
C -1.94246 3.12683 1.50617
Br -1.37844 1.37412 0.74746
C -2.06007 4.09591 0.29694
C -1.33868 5.45660 0.30565
H 0.21723 4.65156 6.47505
H 1.29015 4.01786 5.10772
H -1.13990 2.63567 6.09585
H 1.55247 1.88971 4.05076
H 1.35979 0.22043 3.66041
H 0.95439 0.78514 5.26665
H -1.36654 -1.24626 5.74564
H -0.74419 0.37629 6.19643
H -2.43279 0.13930 5.83176
H -3.92889 4.55338 2.09658
H -2.96829 5.98413 2.10393
H -4.26269 5.79641 4.71309
H -6.08645 4.67567 4.07509
H -5.95679 5.13038 2.32558
H -6.53879 6.26124 3.52272
H -2.32774 6.88709 5.67590
H 0.99968 7.29150 3.18218
H 0.59839 6.80050 4.80262
H 0.12282 8.42400 4.22680
H 0.37317 5.17554 2.44976
H 0.94535 3.81303 3.30392
H 0.35454 3.49029 0.35193
H 1.71925 4.38236 0.91675
H 2.48713 2.46855 2.22372
H 1.22904 1.46203 1.41234
H 3.23661 0.36000 0.73264
H 2.16371 0.57983 -0.70544
H 3.86627 1.01183 -0.78246
H -2.94258 2.85645 1.80025
H -1.76063 3.59033 -0.61266
H -3.11801 4.30176 0.14673
H -0.43287 5.44047 -0.28826
H -1.11625 5.85623 1.28492
H -1.98538 6.18468 -0.18194
O 1.86708 0.86226 7.86756
C 1.18277 0.55986 8.79891
O 0.97260 1.38089 9.85476
C 0.19653 0.70732 10.86152
C -0.53513 -0.40501 10.12238
C 0.46166 -0.75626 9.01971
H 0.87779 0.32285 11.62360
H -0.47899 1.42271 11.32361
H -0.80583 -1.24225 10.76239
H -1.45117 -0.01263 9.67826
H 1.18346 -1.50620 9.34594
H -0.03160 -1.08170 8.10835
O 3.61841 -2.19210 1.16873
C 2.91375 -2.51420 2.07949
O 2.79521 -1.78119 3.21968
C 1.97305 -2.48566 4.17110
C 1.13170 -3.44348 3.33900
C 2.07425 -3.76604 2.18175
H 2.62831 -3.00544 4.87418
H 1.37186 -1.76411 4.72116
H 0.79218 -4.31608 3.89381
H 0.25035 -2.92271 2.96057
H 2.72949 -4.60899 2.40845
H 1.53259 -3.93868 1.25881
O 0.11326 -5.12675 -0.36620
C 0.52450 -4.39119 -1.22154
O 1.39137 -3.38934 -0.95443
C 1.62553 -2.60655 -2.14452
C 1.26569 -3.52364 -3.29697
C 0.15868 -4.38457 -2.69107
H 0.98760 -1.72069 -2.10515
H 2.66476 -2.29023 -2.16269
H 0.97003 -2.99102 -4.18579
H 2.12104 -4.15505 -3.54833
H -0.82453 -3.92719 -2.80145
H 0.14646 -5.38953 -3.09153
O -1.29958 -6.72266 -4.89379
C -1.98721 -7.06728 -3.97676
O -2.08873 -6.35537 -2.83328
C -2.89228 -7.06525 -1.87326
C -3.74509 -8.01978 -2.69877
C -2.82073 -8.33081 -3.87421
H -2.22403 -7.58641 -1.18600
H -3.48495 -6.34960 -1.31006
H -4.06897 -8.89598 -2.14113
H -4.63564 -7.50320 -3.05966
H -2.15528 -9.16901 -3.66296
H -3.36132 -8.50923 -4.79903
O 1.70433 -1.21702 -5.17256
C 1.98731 -1.59215 -6.27586
O 3.25975 -1.80712 -6.66449
C 3.29869 -2.15205 -8.06489
C 1.90786 -2.67643 -8.38331
C 1.03921 -1.86202 -7.42710
H 3.54549 -1.25394 -8.63412
H 4.07674 -2.89332 -8.22632
H 1.64005 -2.57008 -9.43187
H 1.84394 -3.73471 -8.12635
H 0.73432 -0.90702 -7.85811
H 0.16616 -2.41072 -7.08390
O 1.01085 4.63820 -2.09388
C 1.08158 3.61762 -2.71315
O 0.27099 2.56219 -2.47611
C 0.65456 1.44355 -3.29771
C 1.41661 2.05068 -4.46575
C 2.06359 3.27356 -3.81615
H 1.27778 0.77451 -2.70158
H -0.23945 0.90838 -3.60809
H 2.12109 1.35775 -4.91984
H 0.71550 2.37359 -5.23777
H 3.02570 3.03664 -3.35960
H 2.17278 4.10616 -4.50508
O 1.49350 -2.94593 -12.10599
C 1.60896 -4.13353 -12.04981
O 2.30575 -4.74995 -11.06478
C 2.36352 -6.16749 -11.30904
C 1.18359 -6.46153 -12.22558
C 1.07256 -5.16386 -13.02440
H 3.32264 -6.39718 -11.77754
H 2.30017 -6.69406 -10.36008
H 1.32652 -7.35095 -12.83540
H 0.28045 -6.60357 -11.63080
H 1.70992 -5.16887 -13.90954
H 0.04992 -4.92986 -13.30415

=====

Record 2
142
Properties=species:S:1:pos:R:3 method="wB97M-V/def2-TZVPD" gap_ha=0.2471 mol_weight_g_mol=949.70 max_force_ev_per_a=5.07 total_charge=+1
C -2.49922 -0.90592 -7.00025
C -3.23254 -2.19657 -6.33426
C -2.29721 -2.99700 -5.30304
C -2.91127 -3.06738 -3.78726
C -1.71464 -2.65139 -2.81219
C -2.10411 -2.47834 -1.26827
C -1.32966 -1.26046 -0.51691
C 0.20390 -1.11834 -0.88609
C 0.95226 0.23093 -0.45870
C 2.42416 0.09832 -1.08867
C 0.26242 1.41876 -1.35484
N 0.45626 2.79198 -0.85708
C 1.12674 3.72619 -1.71886
S 2.88721 3.26961 -2.27178
C 2.84831 3.27406 -4.15813
C 3.57202 1.98818 -4.80047
C 0.20187 3.03445 0.55393
C 0.39480 4.54397 1.08420
C -0.52810 5.64556 0.36972
C -1.50455 6.48103 1.30790
N -0.91546 6.96617 2.58488
C -1.37137 2.72465 0.81280
C -1.87305 2.84588 2.32658
O -2.01066 3.86156 3.01276
F -2.31095 1.61727 3.00543
C 1.21029 1.97235 1.31082
P 1.74199 2.50507 3.04323
O 3.21696 1.68386 3.47497
Cl 0.38815 1.85500 4.55936
N 0.89756 0.53082 1.03687
C 1.42793 -0.52923 1.94106
C 2.91078 -1.06483 1.86275
C 2.89010 -2.61273 1.34950
F 3.45864 -1.22331 3.21307
H -3.26306 -0.11671 -7.35435
H -1.74721 -0.41096 -6.29254
H -1.90282 -1.19090 -7.94644
H -3.43151 -2.91039 -7.21663
H -4.23380 -1.86625 -5.88878
H -1.29386 -2.42383 -5.24982
H -2.02765 -4.04877 -5.68968
H -3.26966 -4.14149 -3.65134
H -3.74361 -2.29073 -3.73772
H -0.87487 -3.42467 -2.89020
H -1.25984 -1.66299 -3.21084
H -3.23234 -2.44732 -1.10505
H -1.73521 -3.43426 -0.72870
H -1.39062 -1.53418 0.60934
H -1.98864 -0.34043 -0.64427
H 0.46491 -1.27295 -2.00203
H 0.76238 -1.97993 -0.34830
H 3.22831 0.68551 -0.50893
H 2.69827 -1.02053 -1.07050
H 2.51788 0.41742 -2.17537
H -0.87978 1.25539 -1.46678
H 0.64488 1.40127 -2.44486
H 0.55166 3.74797 -2.73025
H 1.23799 4.81600 -1.43612
H 1.74325 3.22343 -4.49940
H 3.27374 4.25187 -4.56220
H 4.60465 2.28018 -5.22295
H 3.66333 1.12154 -4.06504
H 2.99006 1.57989 -5.71184
H 1.50114 4.81180 0.86852
H 0.25327 4.68455 2.20223
H 0.19950 6.41103 -0.10828
H -1.05605 5.16496 -0.54181
H -2.47076 5.85882 1.44085
H -1.84824 7.40541 0.70044
H -1.49901 6.69302 3.39920
H -0.92689 8.00207 2.53520
H -1.68226 1.65783 0.48077
H -2.05305 3.40336 0.17745
H 2.19004 2.16128 0.70747
H 3.91140 2.18635 2.99043
H -0.13472 0.43640 1.22812
H 0.74456 -1.45195 1.77358
H 1.22787 -0.31101 3.06086
H 3.67544 -0.43048 1.31108
H 3.81962 -3.12747 1.80692
H 3.00010 -2.71771 0.22401
H 1.99502 -3.19729 1.74164
N -6.17411 -5.34996 -4.71352
C -5.11819 -5.92092 -5.37275
C -4.97672 -7.20727 -4.91272
C -5.98837 -7.42257 -3.94405
C -6.71360 -6.26053 -3.84418
H -6.50316 -4.40792 -4.84772
H -4.55931 -5.36329 -6.10936
H -4.22895 -7.91529 -5.23822
H -6.16667 -8.32778 -3.38268
H -7.56368 -6.00327 -3.23061
N -6.57339 0.94474 -0.90624
C -6.40182 -0.34781 -0.49067
C -5.42825 -0.35598 0.47789
C -4.99914 0.98331 0.65802
C -5.72671 1.76339 -0.20863
H -7.22252 1.24700 -1.61489
H -6.98494 -1.14857 -0.91949
H -5.06576 -1.22903 1.00057
H -4.24367 1.33657 1.34493
H -5.71346 2.82835 -0.38911
N 0.85653 5.29647 8.40728
C 0.47981 4.48957 7.36738
C 1.50523 3.60897 7.12167
C 2.53634 3.89183 8.05184
C 2.10680 4.93567 8.83386
H 0.30037 6.03932 8.79838
H -0.48202 4.61207 6.89232
H 1.51115 2.84534 6.35777
H 3.48711 3.38703 8.13984
H 2.58188 5.45228 9.65398
N 6.92717 -3.02801 1.69962
C 6.55333 -3.84821 0.66698
C 7.58349 -4.72361 0.42684
C 8.61492 -4.42495 1.35201
C 8.18036 -3.37645 2.12614
H 6.36706 -2.28507 2.08569
H 5.58992 -3.73686 0.19313
H 7.59361 -5.49444 -0.32970
H 9.56954 -4.92253 1.44209
H 8.65416 -2.84933 2.94028
N 8.50510 -7.43499 2.56270
C 9.57379 -7.99025 1.91149
C 9.73061 -9.27498 2.37214
C 8.71538 -9.50530 3.33269
C 7.97275 -8.35345 3.42723
H 8.16271 -6.49544 2.42599
H 10.13020 -7.42449 1.17939
H 10.49108 -9.97185 2.05207
H 8.54600 -10.41326 3.89255
H 7.11450 -8.10863 4.03454
N -7.57626 4.93851 0.93676
C -8.43180 5.94212 0.56760
C -7.72281 7.11822 0.54792
C -6.38850 6.81290 0.91310
C -6.32666 5.46044 1.14438
H -7.82639 3.96798 1.03888
H -9.46885 5.73347 0.35292
H -8.12038 8.09047 0.29728
H -5.56418 7.50590 0.99692
H -5.50403 4.82599 1.43934

=====

Record 3
170
Properties=species:S:1:pos:R:3 method="wB97M-V/def2-TZVPD" gap_ha=0.3049 mol_weight_g_mol=1235.20 max_force_ev_per_a=4.66 smiles="O=[N+]([O-])c1ccccc1.O=[N+]([O-])c1ccccc1.COC(=O)OC.COC(=O)OC.COC(=O)OC.COC(=O)OC.COC(=O)OC.COC(=O)OC.COC(=O)OC.COC(=O)OC.COCCOCCOC.COCCOCCOC"
C -2.54206 -2.03054 -4.39211
O -1.67937 -1.46705 -5.41550
C -1.37438 -2.47562 -6.31640
C -0.18333 -2.06957 -7.21004
O -0.38813 -0.81449 -7.80105
C 0.54139 -0.57486 -8.92689
C 0.64860 0.94533 -9.13516
O 1.84862 1.32875 -9.90403
C 2.28318 2.60895 -9.55251
H -3.18394 -2.75338 -4.89888
H -3.10968 -1.22327 -3.92538
H -1.92906 -2.54501 -3.63310
H -2.28333 -2.59243 -6.97893
H -1.12083 -3.45897 -5.83521
H -0.22625 -2.84585 -8.01152
H 0.82174 -2.10892 -6.71355
H 0.14770 -1.12956 -9.81013
H 1.51587 -1.04430 -8.60059
H 0.69779 1.35417 -8.15543
H -0.20010 1.28769 -9.63238
H 1.50363 3.26475 -9.80267
H 3.16316 2.86238 -10.10973
H 2.59758 2.57917 -8.48621
C 1.78343 -5.93528 5.81465
O 0.53433 -5.54797 5.38356
C 0.44476 -4.34167 4.59533
C 0.57969 -4.61953 3.14449
O 1.90709 -4.92939 2.81045
C 2.11295 -5.51773 1.56875
C 3.57849 -5.88941 1.39201
O 3.61914 -6.84834 0.33287
C 4.83293 -7.48638 0.25863
H 2.63484 -5.65522 5.12933
H 1.79746 -6.97057 6.07603
H 1.94419 -5.46308 6.79371
H 1.05708 -3.58562 5.02569
H -0.58082 -3.97267 4.73119
H 0.18497 -3.86818 2.45339
H 0.05014 -5.49498 2.91150
H 1.84233 -4.82679 0.75397
H 1.48211 -6.37987 1.41587
H 3.90765 -6.47760 2.27676
H 4.18943 -5.01767 1.25129
H 4.97468 -8.02310 -0.68338
H 4.88126 -8.31166 1.05371
H 5.73598 -6.96183 0.39363
C -4.33921 2.48928 3.86752
C -4.35249 1.55392 2.80055
C -3.79254 0.32446 2.86297
C -3.27597 -0.06766 4.09451
C -3.23757 0.83864 5.16085
C -3.71976 2.11846 5.01471
N -2.61527 -1.31944 4.26282
O -3.14323 -2.19766 3.57137
O -1.59104 -1.44495 4.86344
H -4.73209 3.48345 3.69755
H -4.80866 1.78113 1.82493
H -3.92352 -0.33346 2.03313
H -2.89080 0.48492 6.11949
H -3.67201 2.81176 5.90315
C -7.51432 3.59535 -2.24169
C -7.58159 2.73832 -1.14469
C -6.64283 1.79149 -0.85654
C -5.52713 1.75402 -1.70358
C -5.36565 2.69653 -2.72307
C -6.32171 3.62773 -2.94490
N -4.57228 0.73980 -1.57864
O -4.60729 0.01880 -0.59999
O -3.67497 0.78200 -2.42908
H -8.30273 4.31713 -2.39950
H -8.52857 2.62308 -0.61879
H -6.75646 1.11937 -0.01689
H -4.45907 2.73806 -3.29203
H -6.13776 4.37507 -3.68185
C 3.37319 -1.64037 2.58587
O 2.69191 -0.76213 3.52520
C 3.43208 -0.35220 4.55678
O 4.56996 -0.64955 4.75226
O 2.68928 0.45787 5.29558
C 3.32539 0.87758 6.57076
H 4.31494 -2.07321 2.94772
H 3.45845 -1.00336 1.68419
H 2.65432 -2.39736 2.36461
H 2.50480 1.39674 7.07688
H 4.11557 1.55120 6.26961
H 3.57472 -0.02850 7.07760
C -2.44866 3.68514 -6.68791
O -2.98523 4.02927 -5.38893
C -2.23079 4.55427 -4.44925
O -2.66920 5.04563 -3.42325
O -0.92585 4.39405 -4.84775
C 0.02292 4.74276 -3.87802
H -3.35792 3.20975 -7.04905
H -1.62392 2.97782 -6.58524
H -2.19722 4.65984 -7.22883
H 0.99213 4.87091 -4.45436
H 0.19197 4.03655 -3.08852
H -0.32490 5.70853 -3.46331
C -2.14857 5.27299 7.28944
O -1.07194 4.51463 7.90610
C -0.19366 3.81394 7.28254
O 0.64675 3.12156 7.80250
O -0.35151 3.85714 5.95928
C 0.57804 3.05036 5.26298
H -1.77766 6.10923 6.72475
H -2.70526 5.67044 8.12704
H -2.77242 4.57888 6.73945
H 0.30750 2.97388 4.21539
H 0.55302 2.09112 5.70385
H 1.55866 3.54038 5.30748
C 7.54128 -6.05838 -1.78951
O 7.00539 -4.89147 -1.10250
C 6.07483 -4.10726 -1.58882
O 5.58670 -4.24693 -2.68514
O 5.79037 -3.22941 -0.63679
C 4.84672 -2.20354 -1.01781
H 8.32785 -5.67095 -2.45013
H 6.80321 -6.68023 -2.18776
H 8.05276 -6.54017 -0.99281
H 3.96757 -2.61286 -1.47230
H 5.38163 -1.47447 -1.60102
H 4.50118 -1.66679 -0.11306
C 0.79346 -0.84102 -2.98427
O 1.72085 -0.51370 -1.95786
C 1.68400 0.59696 -1.36526
O 0.95218 1.54751 -1.63182
O 2.60754 0.68422 -0.42973
C 2.70936 1.86067 0.35762
H -0.21176 -1.07373 -2.57084
H 1.27650 -1.57118 -3.61832
H 0.67935 0.05046 -3.66062
H 3.27546 1.45110 1.22280
H 1.65175 2.16969 0.56467
H 3.17370 2.66031 -0.18441
C -1.21596 5.40262 3.06024
O -0.00710 6.18818 3.24606
C -0.03593 7.07131 4.20466
O -0.94289 7.32161 5.00947
O 1.13297 7.68439 4.23859
C 1.29204 8.89799 5.03681
H -1.99056 6.10852 2.82356
H -1.51401 4.96725 3.97823
H -1.03357 4.64748 2.25217
H 2.04008 9.57370 4.57913
H 1.58719 8.54620 6.02774
H 0.37813 9.44537 5.20291
C 0.13411 -6.48587 -2.85576
O -0.50797 -6.02311 -1.60654
C -0.82390 -4.70143 -1.63404
O -0.49596 -3.86834 -2.44392
O -1.62307 -4.43199 -0.64390
C -2.23410 -3.16053 -0.64026
H 1.19587 -6.12669 -2.97969
H -0.43765 -6.10726 -3.66593
H 0.06217 -7.58689 -2.82515
H -2.66831 -2.89853 -1.58841
H -1.48889 -2.42747 -0.33851
H -3.02196 -3.23226 0.14051
C -0.07512 -0.11673 2.10000
O -1.05046 0.33287 1.14477
C -1.10666 1.61680 0.91827
O -0.53672 2.38368 1.61424
O -1.98836 1.82488 -0.00637
C -2.08963 3.23360 -0.31859
H 0.06190 -1.15984 1.86639
H -0.49721 0.06554 3.11748
H 0.92979 0.32233 2.12498
H -1.08113 3.72176 -0.39500
H -2.71409 3.72548 0.46143
H -2.55220 3.30829 -1.27509

=====

| no. | HOMO energy (eV) |
| --- | --- |
| 1 | -8.153 |
| 2 | -9.136 |
| 3 | -9.191 |